Below is a 12-piece molecular cluster, C5H36N2O11 overall, with properties calculated with ωB97M-V/def2-TZVPD.

Calculated values
- Highest occupied orbital energy: -8.829 eV
- Total charge: 0
- SMILES: CNCCCCN.O.O.O.O.O.O.O.O.O.O.O
- Relative energy (zero: lowest compared OMol25 entry of this formula, charge and spin): 71.8 kcal per mole

```
54
Properties=species:S:1:pos:R:3:forces:R:3
C 0.7148 2.8768 2.0925 2.0 1.4 -0.2
N 0.2766 2.5300 0.7356 0.1 -0.3 1.6
C 1.4486 2.3001 -0.1174 -1.1 0.6 -0.3
C 0.9512 2.2020 -1.5486 0.2 -2.1 0.0
C 1.9996 1.4876 -2.4661 -0.5 3.1 -1.2
C 1.6859 0.0676 -2.8163 0.5 -1.2 0.6
N 1.4945 -0.7356 -1.5863 0.7 0.9 -0.7
H 0.1097 3.5094 2.7338 -1.3 -0.6 -0.1
H 1.5264 3.6412 1.9650 0.2 -0.8 0.3
H 1.1391 2.0355 2.6524 -0.1 0.2 -0.2
H -0.2774 3.3228 0.4425 0.0 -0.2 -0.6
H 1.9523 1.3972 0.2270 0.0 -0.1 -0.2
H 2.1751 3.1291 -0.0575 0.0 -0.1 0.1
H 0.4798 3.1246 -1.8820 0.9 0.5 -0.3
H 0.0782 1.5389 -1.6575 0.0 -0.1 0.7
H 3.0559 1.6748 -2.2089 -0.5 -0.5 0.6
H 1.9272 2.1466 -3.3500 0.2 -0.7 -0.4
H 0.8361 -0.0702 -3.4993 -0.1 0.5 -0.1
H 2.5531 -0.3139 -3.3694 -0.1 -0.2 0.1
H 0.6915 -0.3757 -1.0847 -0.1 -0.7 0.0
H 1.4165 -1.7161 -1.8141 -0.3 -0.1 0.3
O -3.6355 3.5838 -2.0255 -0.4 0.1 0.1
H -2.7637 3.3615 -1.6913 0.3 0.3 -0.7
H -3.7802 3.0486 -2.8134 0.3 -0.1 0.0
O 4.3168 -1.6362 1.9874 -0.8 -0.3 -0.4
H 3.4806 -1.8356 2.4343 0.3 0.1 0.6
H 4.0499 -1.8784 1.0893 0.5 0.2 -0.1
O -1.4877 -2.5077 2.9883 -0.3 -0.7 0.1
H -2.0108 -1.8569 2.5171 0.2 0.3 0.1
H -0.8191 -2.0189 3.4717 -0.2 0.3 0.0
O -2.5953 2.3312 0.3025 0.6 -0.7 0.2
H -2.9817 2.3782 -0.5815 -0.6 0.1 0.8
H -2.8167 3.0849 0.8518 -0.5 0.2 -0.5
O -1.9060 -4.1350 -1.1842 0.0 0.5 0.2
H -1.9016 -3.9325 -0.1867 -0.2 0.0 -1.6
H -2.5619 -3.5549 -1.5780 0.0 0.0 -0.1
O 1.1490 -3.9611 -1.2573 0.1 0.1 0.0
H 0.1874 -3.8837 -1.1787 -0.2 -0.1 -0.1
H 1.3199 -4.9049 -1.3126 0.0 0.0 0.0
O 1.6425 -2.0250 4.0260 0.1 -0.3 -0.1
H 1.5246 -1.2606 4.5951 0.0 0.1 -0.1
H 1.1141 -1.8535 3.2389 0.0 0.2 0.0
O -1.5802 -4.4099 1.1372 0.2 -0.8 1.1
H -1.6305 -5.3295 0.8540 0.0 -0.1 0.2
H -1.8310 -4.3668 2.0679 0.2 0.4 0.1
O -2.0995 1.1560 -3.4094 -0.4 0.3 0.1
H -2.1850 0.2118 -3.2443 0.3 0.1 0.0
H -1.2044 1.3347 -3.7116 0.1 -0.3 0.0
O -1.1898 -0.2166 0.1214 1.5 -1.3 -0.7
H -0.8499 0.6748 0.2799 -1.2 0.7 0.3
H -2.0694 -0.4843 0.3738 -0.2 1.1 0.3
O -0.3932 -0.0100 2.9855 0.1 0.9 -0.3
H -0.3874 0.2690 2.0525 -0.1 -0.6 0.0
H -0.3388 0.8547 3.4091 -0.1 -0.2 0.4
```
Forces are in eV/Å.